The following is a DFT calculation (ωB97M-V with the def2-TZVPD basis set) of an isolated molecule of C4H3NO2 in a non-equilibrium geometry.

Computed properties:
Frontier orbital gap (eV): 8.237
Lowest unoccupied orbital energy (eV): -1.243
M (g mol⁻¹): 97.07
SMILES: O=C1C=CNC1=O

XYZ file:
```
10
Properties=species:S:1:pos:R:3:forces:R:3
C -1.26709 -0.24314 0.28097 -3.328 -2.107 -4.807
C 1.01991 -0.48802 -0.06453 -0.048 2.597 1.196
C 0.90846 0.91291 0.00030 4.751 -1.319 -1.646
C -0.45543 1.20375 0.11146 -4.958 1.222 0.741
H -0.09335 -2.14387 0.01520 -1.368 2.643 0.633
H 1.83059 -1.22991 -0.15734 -0.009 1.198 -0.226
H 1.87118 1.54917 -0.25699 -2.699 -0.983 0.807
N -0.15865 -1.07108 0.19556 -0.233 -5.398 -0.074
O -2.44373 -0.65007 -0.16463 5.898 2.624 3.395
O -1.21189 2.16026 0.04002 1.996 -0.477 -0.020
```
Forces are in eV/Å.

***

The following is a DFT calculation (ωB97M-V with the def2-TZVPD basis set) of an isolated molecule of C4H3NO2 in a non-equilibrium geometry.

Computed properties:
Frontier orbital gap (eV): 10.780
Lowest unoccupied orbital energy (eV): 0.109
M (g mol⁻¹): 97.07

XYZ file:
```
10
Properties=species:S:1:pos:R:3:forces:R:3
O -2.06249 0.18518 -0.79923 0.600 0.208 -0.093
C -0.94087 0.61445 -0.85044 -0.473 -0.156 0.018
C 2.08158 1.57516 0.40336 -0.786 -0.780 -0.266
N 1.27208 0.77403 0.10910 0.751 0.741 0.216
C 0.25784 -0.14061 -0.24782 0.018 -0.039 0.026
C -0.21059 -0.99980 0.93596 0.137 0.059 0.524
O 0.12425 -0.79929 2.07116 -0.152 -0.118 -0.705
H -0.67936 1.57848 -1.33188 -0.064 -0.119 0.087
H 0.63400 -0.81843 -1.03022 -0.061 0.092 0.124
H -0.89328 -1.81778 0.64418 0.031 0.111 0.069
```
Forces are in eV/Å.